Computed, not measured: a cluster of 15 separate species, C23H78N3O14 in total, with ωB97M-V/def2-TZVPD.

Each line ends with the Löwdin charge.
CARTESIAN COORDINATES (ANGSTROEM)
O 4.169415 -1.118543 3.846589  -0.1472
O 6.004454 -3.949488 3.993141  -0.1295
O -8.063519 -3.147673 1.339260  -0.1377
O 1.940140 6.184967 4.190181  -0.1380
O 5.989184 4.717052 -0.569588  -0.1390
O -5.905235 -1.897703 -2.515877  -0.1438
O 6.498004 2.412913 -6.863469  -0.1239
O -9.346581 -1.343647 3.461209  -0.1291
O -2.732616 -0.508252 0.265346  -0.1390
O -4.353729 -5.707326 -1.003192  -0.1216
O 7.577229 1.287798 -2.954246  -0.1312
O 6.049226 1.280733 2.188165  -0.1183
O -7.114537 -1.120375 -5.132781  -0.1357
O -0.715635 -3.573229 0.329092  -0.1465
N 0.322918 0.417986 1.809257  0.1274
N 1.481280 0.373235 -0.774746  -0.1210
N 1.062911 -0.929853 -2.734421  0.0458
C 2.370619 0.371764 0.369927  -0.1528
C -0.057305 1.534695 0.883141  -0.2204
C 5.220643 2.973228 -7.134714  -0.1638
C 0.309539 5.061786 -0.121838  -0.0778
C -6.800472 -1.941132 -1.407852  -0.1571
C -10.336290 -0.848905 2.558030  -0.1361
C -0.922586 -4.664029 -0.577667  -0.1247
C 1.695682 -0.173483 1.610887  -0.0715
C -9.088560 -4.108697 1.129539  -0.1504
C 0.520068 2.902040 1.279304  -0.3257
C 2.935556 5.651726 5.060444  -0.1513
C -4.704967 -4.657812 -0.103317  -0.1517
C -7.158348 -2.108719 -6.162732  -0.1326
C 0.653070 3.059903 2.792785  -0.0392
C 5.619228 -4.928225 3.029610  -0.1471
C 1.146341 -0.948743 -1.284510  -0.2993
C 7.045171 4.451589 -1.495636  -0.1432
C 5.983113 1.933290 0.919882  -0.1498
C 6.493667 0.655802 -3.626738  -0.1509
C 0.281144 1.190363 -0.576828  -0.1003
C -0.418533 3.991892 0.698358  -0.2050
C 3.680039 -1.295435 5.173835  -0.1414
C -3.049276 -0.405691 -1.128820  -0.1288
H -4.060706 -0.761283 -1.325636  0.0636
H -4.871121 -6.476755 -0.751705  0.0769
H -0.087993 -5.366243 -0.533989  0.0819
H -10.032703 0.103810 2.118987  0.0826
H 5.850069 0.112610 -2.928725  0.0718
H 1.529519 2.532631 3.175656  0.0831
H -7.392675 -1.658669 -7.128898  0.0790
H -2.347802 -0.988651 -1.733852  0.0751
H -7.690482 -2.527948 -1.645140  0.0817
H 4.654614 -5.377460 3.278147  0.0773
H -0.349874 -0.334420 1.642965  0.1688
H -6.368848 -1.481127 -3.254223  0.0350
H 6.311670 1.269977 0.113710  0.0771
H -6.287297 -2.419176 -0.577639  0.0392
H -11.299429 -0.724151 3.056934  0.0821
H -9.245634 -0.694321 4.161265  0.0793
H 4.875553 -1.764431 3.718818  0.0576
H 3.116141 4.624609 4.751621  0.0689
H -8.948414 -4.520146 0.132056  0.0759
H -7.946908 -2.807665 -5.899579  0.0820
H 0.405406 2.145442 -1.090322  0.1306
H 6.639384 2.794066 0.961176  0.0684
H 1.560837 -1.245124 1.476917  0.1260
H -1.831286 -5.174901 -0.274863  0.0645
H 5.536374 -4.421523 2.071333  0.0759
H -6.428050 -0.486724 -5.359661  0.0822
H 6.367849 -5.717835 2.945472  0.0800
H 5.214413 4.055904 -6.982724  0.0760
H -1.046911 -4.301557 -1.600443  0.0824
H 8.107661 0.605219 -2.535295  0.0777
H -4.466596 -4.934986 0.927510  0.0846
H -4.123754 -3.780054 -0.379673  0.0668
H 6.847063 -0.027500 -4.401468  0.0842
H 5.470155 0.514014 2.189197  0.0400
H -0.558935 0.694540 -1.061550  0.0988
H 3.872317 6.207030 4.984566  0.0800
H -9.031457 -4.923530 1.855760  0.0805
H 2.809533 1.351580 0.543284  0.1092
H -10.443491 -1.578772 1.761754  0.0589
H 1.908088 -1.669996 -0.990457  0.1257
H -5.767096 -4.416292 -0.179842  0.0623
H -7.107691 -0.938387 -1.098220  0.0831
H -0.927588 4.466195 1.536943  0.1150
H 0.914177 -1.859350 -3.104859  0.0729
H 0.087930 -3.120469 0.064013  0.0257
H -0.255990 2.728339 3.299989  0.0953
H -8.181342 -2.775041 2.221704  0.0498
H 0.605984 5.915423 0.481064  0.0775
H 4.440535 2.520712 -6.514272  0.0705
H 3.184029 -0.320845 0.159028  0.1330
H -2.973421 0.644460 -1.404904  0.0803
H 6.711922 2.592845 -5.944398  0.0537
H 3.278541 -2.302300 5.309331  0.0784
H 4.469714 -1.117222 5.905148  0.0849
H -1.202915 3.550090 0.083387  0.1059
H 0.302445 -0.334409 -3.036237  0.0666
H 7.271120 5.332953 -2.100042  0.0785
H 4.968919 2.287738 0.715139  0.0576
H 0.195522 0.699676 2.780059  0.1582
H 0.792222 4.116052 3.017176  0.0778
H 5.905279 1.441149 -4.096361  0.0640
H -10.084672 -3.661812 1.184802  0.0651
H 5.207821 4.951927 -1.075404  0.0698
H 2.600702 5.652612 6.100244  0.0785
H 4.996074 2.767823 -8.178035  0.0781
H 1.171849 4.640463 -0.635903  0.0687
H -1.142609 1.594271 0.950264  0.1462
H 2.303351 -0.066473 2.507341  0.1143
H -2.815437 -1.436342 0.507914  0.0655
H 0.172277 -1.239289 -0.849287  0.0958
H -0.353401 5.443029 -0.897087  0.0754
H 6.085718 -4.390730 4.842825  0.0805
H 6.797105 3.611337 -2.146022  0.0575
H -6.214185 -2.652268 -6.234039  0.0807
H 2.884602 -0.569751 5.333135  0.0712
H 1.773620 7.093653 4.453388  0.0748
H 7.926099 4.189471 -0.915653  0.0813
H 1.482061 3.038476 0.787369  0.1234

Force components x, y, z for each atom (eV/Å):
-0.08 -0.04 -0.15
-0.20 0.08 -0.10
-0.03 -0.07 0.03
0.01 -0.13 0.03
0.06 -0.01 -0.05
0.03 0.17 0.22
-0.13 0.01 0.01
-0.07 -0.01 -0.17
0.37 0.05 0.05
0.09 0.15 0.14
-0.15 -0.01 -0.02
0.04 0.13 -0.09
0.11 0.05 0.09
-0.12 0.11 0.08
-0.07 -0.65 -0.23
-0.11 -0.03 0.18
0.30 0.06 0.13
0.00 -0.26 -0.20
-0.16 0.57 -0.43
0.10 -0.02 0.07
-0.40 -0.05 -0.17
0.08 0.02 -0.19
0.04 0.06 0.10
0.08 0.09 0.06
0.34 -0.39 0.25
0.13 0.04 0.07
-0.47 -0.02 0.17
-0.06 0.09 -0.04
-0.09 -0.30 -0.08
0.03 0.02 0.06
0.33 0.19 -0.39
0.03 0.00 0.11
-0.41 0.21 -0.19
-0.21 0.04 0.00
-0.09 -0.37 0.31
0.15 -0.02 0.10
0.29 0.11 -0.21
0.19 0.10 0.04
0.15 -0.05 -0.14
-0.05 -0.15 0.14
0.00 0.04 -0.12
0.02 -0.08 -0.10
-0.02 -0.03 -0.04
-0.01 -0.01 -0.03
-0.04 0.00 -0.03
-0.05 -0.10 0.17
-0.02 -0.01 0.00
0.00 0.01 -0.04
-0.04 -0.01 0.07
-0.01 0.00 -0.03
-0.18 0.11 -0.02
-0.06 -0.21 -0.18
-0.02 0.07 -0.07
-0.06 0.08 -0.02
-0.02 -0.02 -0.02
0.08 -0.06 0.09
0.04 -0.08 0.02
0.01 -0.01 -0.01
-0.01 -0.01 -0.02
-0.01 0.00 0.01
-0.05 0.08 -0.01
-0.01 0.04 0.02
-0.16 -0.05 0.08
-0.04 0.01 -0.02
0.01 0.01 -0.01
-0.05 0.06 -0.07
0.01 0.00 -0.04
-0.03 0.01 -0.02
-0.03 -0.06 -0.02
0.08 0.02 -0.01
-0.03 0.11 0.04
0.01 0.01 -0.07
-0.06 0.01 -0.04
-0.02 -0.02 0.06
-0.06 -0.07 0.10
0.02 -0.03 0.00
-0.02 -0.03 -0.02
-0.06 0.11 -0.07
0.02 0.00 -0.02
0.10 -0.02 0.00
0.06 0.04 0.10
-0.04 -0.01 0.04
-0.17 0.01 -0.02
-0.08 -0.01 -0.04
0.05 -0.06 -0.06
-0.04 0.03 0.12
-0.06 0.14 -0.01
0.27 -0.06 0.08
-0.03 0.01 -0.02
0.22 0.18 -0.04
-0.03 0.02 0.03
0.12 0.01 0.00
-0.02 0.02 0.07
-0.05 0.01 0.06
0.02 -0.13 -0.06
-0.04 -0.04 -0.12
0.05 -0.01 0.00
0.04 0.09 -0.11
0.02 0.21 -0.04
0.06 0.01 0.22
-0.04 -0.01 0.00
-0.02 -0.03 -0.02
-0.01 0.06 0.00
0.01 -0.02 0.01
0.00 0.00 -0.02
0.15 0.07 0.03
-0.05 -0.08 0.23
-0.06 0.24 0.08
-0.02 -0.05 0.02
0.08 -0.30 0.17
-0.03 0.11 0.00
0.07 0.06 0.05
0.10 -0.02 -0.02
-0.01 -0.02 0.00
0.00 0.02 0.00
-0.03 0.03 -0.04
0.01 0.00 0.03
0.20 -0.11 0.20

HOMO-LUMO gap   9.35 eV
Net charge   +1
Molecular weight   620.88 Da
Maximum force   0.730 eV/A
Spin multiplicity   1
LUMO   -2.233 eV

Computed, not measured: a structure of composition C23H23MgOP2 at a distorted geometry, with ωB97M-V/def2-TZVPD.

Each line ends with the Löwdin charge.
CARTESIAN COORDINATES (ANGSTROEM)
P -1.557295 -1.364399 2.980152  0.8546
P -2.562656 -0.278733 -1.343558  0.7285
Mg -0.231290 -0.401607 0.311140  0.3517
O -1.561103 -1.071312 1.470565  -0.3947
C -1.318304 0.124751 3.983576  -0.2350
C -2.004772 1.606383 5.817489  -0.0990
C -0.860932 2.376362 5.622354  -0.1019
C 0.065027 0.811638 -1.720100  -0.4502
C -5.398890 -2.654904 2.971314  -0.0746
C 1.984058 -3.406429 3.058555  -0.0803
C -5.552771 -3.069599 4.297605  -0.0880
C -0.669044 -3.915003 3.760705  -0.0847
C -4.178765 -2.150184 2.510064  -0.0334
C 1.131759 -0.067010 -1.418815  -0.2776
C 0.075492 1.978332 4.662299  -0.0690
C -0.960143 1.188053 -0.841821  -0.4119
C 0.298976 -4.924813 3.843603  -0.0950
C 1.465757 0.607532 0.938319  -0.1718
C -4.485932 -3.004324 5.190632  -0.0817
C 1.036674 -2.380186 2.978143  -0.0628
C -0.160584 0.892892 3.812105  -0.0613
C -0.311783 -2.634302 3.315812  -0.2466
C -3.129305 -2.055285 3.428864  -0.2967
C 1.902968 -0.042749 -0.191719  -0.3633
C 1.599550 -4.698023 3.394691  -0.1061
C -2.250289 0.499763 4.986588  -0.0783
C -3.272181 -2.467969 4.760985  -0.1346
H 3.034254 -3.193919 2.845079  0.1081
H -0.695880 3.273133 6.220245  0.0957
H -4.054599 -1.837374 1.467147  0.1015
H 0.537450 0.661936 3.000960  0.0397
H -6.512460 -3.454582 4.645191  0.0999
H -4.556517 -3.309872 6.230968  0.1018
H 0.002769 1.055197 -2.798178  0.0645
H 1.544246 -0.626113 -2.249883  0.0629
H -1.349376 2.240003 -0.674788  0.0219
H 2.876823 -0.553240 -0.342607  0.0753
H -3.143038 -0.090424 5.150817  0.0821
H 0.026124 -5.902402 4.218354  0.0926
H -6.223092 -2.766444 2.274051  0.1005
H -3.760579 0.152300 -0.737368  -0.1292
H -1.695308 -4.132425 4.054125  0.0883
H -2.746397 -1.696990 -1.177013  -0.1726
H 1.334634 -1.390420 2.612657  0.0774
H -2.718376 1.848383 6.608795  0.0964
H 2.115672 0.931708 1.733467  -0.0305
H 2.298163 -5.530402 3.295668  0.0975
H -2.949228 -0.224276 -2.708261  -0.1329
H -2.423632 -2.370323 5.443840  0.1206
H 1.008142 2.523266 4.581742  0.1022

Force components x, y, z for each atom (eV/Å):
0.44 0.40 -1.54
0.31 -0.61 0.04
-0.42 1.21 -0.04
-0.45 -0.77 1.90
-0.57 0.02 0.54
-0.30 -0.48 -0.58
0.21 -0.31 -0.07
-0.29 1.35 -1.07
0.17 -0.17 0.05
-0.12 0.46 -0.32
-0.03 -0.06 -0.07
0.49 -0.36 0.33
-0.14 -0.11 0.42
-0.64 -0.80 -0.48
-0.32 -0.02 -0.12
1.09 1.56 0.94
-0.42 0.36 -0.42
-0.36 -0.41 0.12
0.52 0.45 -0.02
0.12 -0.03 0.35
0.25 0.11 0.43
0.09 0.01 -0.15
-0.17 -0.06 0.50
1.07 0.16 0.43
-0.05 -0.06 0.28
0.68 0.28 0.18
-0.55 -0.24 -0.28
-0.39 -0.02 -0.20
0.08 -0.30 -0.06
0.08 -0.10 0.45
-0.16 0.10 0.16
0.22 0.07 -0.18
-0.28 -0.07 -0.19
0.08 -0.01 0.02
0.29 0.06 -0.07
-0.13 -1.31 -0.98
0.06 0.46 0.18
0.04 0.14 -0.05
-0.12 -0.06 -0.13
0.02 0.11 0.11
-0.17 -0.08 -0.09
0.35 -0.03 -0.13
-0.97 -0.25 -0.23
0.01 -0.25 0.12
0.16 0.02 -0.33
1.04 -0.49 0.25
-0.07 0.29 0.34
-0.31 -0.15 0.01
-0.33 -0.07 -0.16
-0.09 0.08 -0.22

HOMO-LUMO gap (spin up / spin down)   3.55 / 2.63 eV
Net charge   -1
Molecular weight   401.69 Da
Maximum force   2.122 eV/A
Spin multiplicity   1
LUMO (spin up / spin down)   2.422 / 2.287 eV

Computed, not measured: a cluster of 2 separate species, C4H9OPS in total at a distorted geometry, with ωB97M-V/def2-TZVPD.

Each line ends with the Löwdin charge.
CARTESIAN COORDINATES (ANGSTROEM)
S -3.523926 -1.430100 0.320110  0.7305
P 0.376061 0.148294 -0.160979  0.8190
O 0.065588 -1.246537 0.685047  -0.3601
C 2.207335 0.398341 0.396520  -0.2545
C 0.655681 -0.537908 -1.842657  -0.2865
C -2.524922 1.161354 1.002784  -0.1234
C -2.998961 -0.017383 0.738506  -0.8043
H 2.471874 1.439689 0.741797  0.0420
H 2.770827 0.204998 -0.499476  -0.0046
H -0.123151 -1.234591 -2.158394  0.0401
H -3.089079 1.898136 1.566716  0.0627
H -1.412829 1.254566 1.036049  -0.0168
H 1.652535 -0.942140 -1.973738  0.0201
H 0.859809 0.321954 -2.536104  0.0544
H 0.014756 -1.050291 1.637655  0.0593
H 2.598408 -0.368376 1.046163  0.0220

Force components x, y, z for each atom (eV/Å):
0.13 0.47 0.14
1.64 0.26 0.55
-0.06 -0.16 0.28
-0.51 1.09 -0.86
1.10 0.95 -0.41
0.96 0.24 1.26
-0.38 -0.59 -0.45
-0.48 -1.19 -0.18
0.47 0.27 -0.61
0.08 0.36 -0.15
-0.19 -0.03 -0.36
-1.10 0.11 -0.41
0.12 -1.09 0.55
-1.28 -0.37 0.45
-0.12 -0.15 -0.54
-0.38 -0.18 0.72

HOMO-LUMO gap   8.49 eV
Molecular weight   136.16 Da
Maximum force   1.750 eV/A
Spin multiplicity   1
LUMO   0.125 eV
SMILES string   CP(C)O.C=C=S

Computed, not measured: a structure of composition C22H26Cl2IrN5O3P at a distorted geometry, with ωB97M-V/def2-TZVPD.

Each line ends with the Löwdin charge.
CARTESIAN COORDINATES (ANGSTROEM)
Ir 0.071684 -0.610113 0.012946  1.0454
Cl 1.540963 -3.037850 -0.635783  0.6164
Cl -1.286723 -2.793456 -1.050826  0.6123
P -0.035794 -1.379524 2.180702  0.9313
O 4.936979 -0.200631 0.265085  -0.0627
O -1.970384 -0.155409 -0.272043  -0.2707
O 2.089658 -0.070468 0.076279  -0.2781
N -1.723520 -2.397305 4.083109  -0.1446
N 0.612144 -3.033332 4.258511  -0.1385
N -0.085326 -0.785228 4.852881  -0.1418
N -0.129593 1.535921 0.137195  -0.0841
N -1.409986 1.983845 0.140676  0.0738
C 2.786410 1.011531 0.230288  -0.2704
C 4.920289 2.070204 0.700245  0.0273
C -6.014079 0.712305 0.329475  -0.0692
C -4.678335 0.410617 0.119033  -0.0282
C -2.295445 1.066216 -0.023228  -0.4610
C 0.830747 -1.883853 5.138935  -0.1630
C -6.402183 2.027499 0.540205  -0.0703
C 1.010201 -2.751598 2.893845  -0.2873
C -1.709540 -2.019844 2.685337  -0.2849
C -0.778841 -3.470250 4.369129  -0.1648
C -4.117075 2.745812 0.324399  -0.0247
C 4.307633 3.327486 0.777474  -0.0656
C 0.796970 2.446140 0.187932  -0.0260
C 4.206931 0.940263 0.371345  -0.2005
C 4.500595 -1.298920 -0.517157  -0.0798
C 2.968493 3.435391 0.549914  -0.0424
C 0.187329 -0.163857 3.570306  -0.2734
C -5.452379 3.041226 0.535322  -0.0667
C 2.189536 2.283487 0.313604  -0.1488
C -1.461057 -1.261678 4.962775  -0.1626
C 0.059088 -3.947561 -0.991732  -0.8956
C -3.722401 1.423564 0.129904  -0.1537
H 5.983530 1.958306 0.866793  0.1314
H 2.056273 -2.437255 2.877932  0.1048
H 4.903857 4.201807 0.995565  0.1128
H 0.440581 3.471907 0.169035  0.1470
H -7.444547 2.260007 0.712940  0.1087
H -2.147350 -0.450271 4.717385  0.1360
H -6.752159 -0.078510 0.326535  0.1075
H -1.973436 -2.877831 2.062843  0.0898
H -1.637877 -1.574210 5.991928  0.1370
H -5.759274 4.066158 0.694628  0.1087
H 4.168294 -0.978240 -1.506777  0.1039
H -4.360352 -0.608155 -0.056582  0.1093
H -0.108502 -4.670614 -0.202161  0.0388
H -2.443976 -1.231695 2.502203  0.1000
H 3.693041 -1.839374 -0.030045  0.0138
H 5.367128 -1.947014 -0.619687  0.1011
H 1.859842 -1.540364 5.025702  0.1348
H -0.486482 0.682046 3.415457  0.1035
H -0.954514 -4.297189 3.678999  0.1331
H 0.161880 -4.419713 -1.961488  0.0434
H 0.918671 -3.651799 2.283085  0.0805
H 1.213834 0.210294 3.556713  0.1046
H 2.491668 4.407451 0.569314  0.1182
H 0.679361 -2.207249 6.168706  0.1372
H -3.373833 3.530043 0.303097  0.1101
H -0.948546 -3.820569 5.387295  0.1370

Force components x, y, z for each atom (eV/Å):
0.00 5.88 1.79
-0.10 -0.27 -0.10
0.01 -0.54 -0.06
-0.64 0.37 -0.04
-0.02 -0.09 0.35
0.37 -2.34 0.00
-0.05 -2.14 -0.62
-0.21 -0.13 0.16
0.03 0.02 0.09
0.03 0.05 0.19
0.12 -2.79 -0.22
-0.08 1.00 0.43
-0.05 0.10 0.46
-0.15 -0.08 -0.19
-0.02 0.00 -0.03
0.09 0.01 0.01
0.10 0.36 0.04
-0.04 -0.03 -0.16
0.03 -0.06 0.05
0.26 0.00 -0.52
0.05 0.15 -0.43
0.04 0.13 -0.09
0.06 0.00 -0.01
0.05 0.04 0.04
0.23 0.14 0.21
0.05 -0.09 -0.10
-0.04 0.01 -0.17
0.02 0.33 0.03
0.17 0.28 -0.36
-0.04 0.02 -0.04
0.10 -0.06 -0.15
0.07 -0.04 -0.15
0.03 0.00 -0.13
-0.18 -0.22 -0.16
0.01 0.00 -0.06
0.01 -0.04 -0.10
-0.01 0.01 0.00
-0.24 -0.09 0.02
0.00 0.02 -0.02
-0.01 0.00 0.03
-0.01 0.00 -0.01
-0.03 0.04 -0.04
0.01 0.01 0.00
0.02 0.01 -0.02
0.00 0.01 0.00
-0.03 -0.02 0.02
-0.05 0.01 -0.01
-0.01 -0.03 -0.08
0.09 -0.01 0.06
0.01 0.02 -0.01
0.00 0.01 0.04
0.02 0.01 -0.05
0.00 -0.03 0.03
0.01 0.00 0.01
0.01 0.02 -0.02
-0.02 0.06 -0.06
-0.07 -0.04 0.03
-0.02 0.01 0.00
0.00 0.00 0.06
0.02 0.00 0.00

HOMO-LUMO gap (spin up / spin down)   5.81 / 5.81 eV
Net charge   +1
Molecular weight   702.58 Da
Maximum force   6.149 eV/A
Spin multiplicity   1
LUMO (spin up / spin down)   -4.744 / -4.744 eV